Density functional theory data (ωB97M-V/def2-TZVPD) for a cluster of 3 separate species, C2Cl3O3S in total.

Geometry (Å):
C (-1.300, 1.517, -1.815)
C (-0.668, -0.207, -0.793)
O (1.117, -2.977, 1.730)
O (-2.317, 2.072, -1.935)
O (2.000, -1.286, 3.147)
S (1.150, -1.585, 2.036)
Cl (0.250, 2.423, -2.547)
Cl (-1.335, -0.039, 0.830)
Cl (1.104, 0.082, -0.654)

The value obtained for the calculated total energy is -56617.8049 eV. The calculation puts the HOMO energy at -4.0 eV. For the relative energy (zero: lowest compared OMol25 entry of this formula, charge and spin), the calculation gives 2.017 eV. As for the max |F|: 2.35 eV/Å. The net charge is -1. The value obtained for the gap between HOMO and LUMO is 6.285 eV.